# 1
Density functional theory data (ωB97M-V/def2-TZVPD) for a cluster of 3 separate species, C29H72BBrClI2N7O8P3Si in total.

Last column: Mulliken charge in e.
Positions of all 125 atoms, in Å:
C (3.37, -4.34, -2.08)  -1.23
C (3.52, -3.14, -1.14)  -0.29
I (5.60, -2.59, -1.24)  0.05
C (2.62, -1.96, -1.58)  -1.50
C (1.42, -1.61, -0.67)  0.52
C (0.43, -2.82, -0.65)  -0.60
C (-0.74, -2.71, -1.62)  -0.77
C (-0.42, -2.65, -3.10)  -1.10
I (-0.09, -4.57, -3.99)  -0.08
O (0.75, -0.52, -1.25)  -0.32
P (0.29, 0.80, -0.23)  0.10
Br (-1.64, -0.48, 0.79)  -0.57
C (-0.86, 1.36, -1.61)  -0.83
C (-1.66, 2.65, -1.36)  -0.71
O (-2.16, 2.79, -0.04)  -0.45
Si (-3.78, 2.65, 0.25)  0.54
C (-4.56, 1.16, -0.57)  -0.70
C (-4.74, 4.20, -0.20)  -1.13
C (-3.91, 2.41, 2.10)  -0.72
B (1.79, 1.91, -0.89)  0.89
O (2.70, 1.51, -1.84)  -0.38
O (1.96, 3.22, -0.42)  -0.64
O (1.19, 0.02, 1.06)  -0.78
C (1.85, -1.11, 0.77)  1.89
Cl (3.68, -0.54, 0.82)  -0.35
C (1.78, -2.19, 1.88)  -1.94
C (0.68, -2.03, 2.93)  -0.17
O (-0.11, -2.97, 3.09)  -0.56
N (0.60, -0.88, 3.70)  0.53
C (-0.17, -1.10, 4.92)  -0.93
C (1.86, -0.17, 3.95)  -1.05
H (4.15, -5.08, -1.86)  0.52
H (3.56, -4.01, -3.11)  0.40
H (2.39, -4.80, -1.99)  0.16
H (3.30, -3.49, -0.13)  0.30
H (2.23, -2.24, -2.56)  0.18
H (3.21, -1.07, -1.73)  0.82
H (0.95, -3.77, -0.82)  0.43
H (-0.02, -2.90, 0.34)  0.21
H (-1.34, -3.61, -1.46)  0.75
H (-1.39, -1.87, -1.39)  -0.28
H (-1.28, -2.26, -3.64)  0.71
H (0.41, -1.99, -3.34)  0.24
H (0.02, 1.83, 0.69)  0.22
H (-1.51, 0.55, -1.93)  0.39
H (-0.21, 1.58, -2.46)  0.45
H (-1.07, 3.52, -1.64)  0.33
H (-2.51, 2.64, -2.06)  0.42
H (-5.65, 1.30, -0.55)  0.46
H (-4.22, 0.98, -1.59)  0.28
H (-4.33, 0.28, 0.04)  0.00
H (-4.22, 5.09, 0.15)  0.30
H (-4.91, 4.27, -1.28)  0.28
H (-5.71, 4.16, 0.30)  0.31
H (-3.12, 2.99, 2.58)  0.28
H (-4.89, 2.69, 2.50)  0.37
H (-3.68, 1.36, 2.32)  -0.07
H (3.35, 2.22, -1.97)  0.14
H (1.11, 3.66, -0.35)  0.30
H (1.62, -3.17, 1.46)  0.48
H (2.74, -2.23, 2.39)  1.03
H (0.35, -1.78, 5.61)  0.37
H (-1.16, -1.47, 4.69)  -0.03
H (-0.29, -0.13, 5.41)  0.47
H (1.91, 0.74, 3.36)  0.15
H (2.74, -0.79, 3.79)  0.33
H (1.88, 0.12, 5.00)  0.55
O (4.11, 3.52, -5.29)  -0.87
P (5.28, 4.22, -4.74)  0.45
N (5.64, 3.53, -3.25)  0.68
C (6.14, 4.24, -2.09)  -1.01
C (5.71, 2.07, -3.20)  -1.49
N (4.76, 5.83, -4.58)  0.23
C (5.22, 6.75, -3.55)  -0.99
C (3.38, 6.11, -4.95)  -1.01
N (6.84, 4.65, -5.28)  0.10
C (6.83, 5.26, -6.62)  -1.09
C (7.82, 3.54, -5.29)  -1.04
H (7.02, 4.85, -2.30)  0.32
H (6.43, 3.52, -1.32)  0.39
H (5.38, 4.88, -1.64)  0.22
H (6.62, 1.67, -3.66)  0.33
H (4.86, 1.63, -3.72)  0.38
H (5.67, 1.73, -2.17)  0.53
H (4.67, 6.63, -2.61)  0.30
H (5.07, 7.78, -3.89)  0.33
H (6.28, 6.64, -3.36)  0.28
H (2.66, 5.80, -4.18)  0.25
H (3.12, 5.61, -5.88)  0.30
H (3.27, 7.19, -5.11)  0.34
H (6.49, 4.56, -7.39)  0.33
H (7.84, 5.59, -6.87)  0.41
H (6.17, 6.13, -6.63)  0.32
H (7.48, 2.67, -5.86)  0.36
H (8.04, 3.23, -4.27)  0.28
H (8.74, 3.90, -5.73)  0.40
O (-5.20, -5.60, 2.74)  -0.89
P (-5.47, -4.40, 3.55)  0.43
N (-4.38, -4.40, 4.84)  0.21
C (-4.67, -3.96, 6.18)  -0.83
C (-2.98, -4.62, 4.50)  -1.35
N (-7.07, -4.62, 4.08)  0.28
C (-7.60, -4.16, 5.34)  -1.04
C (-7.73, -5.86, 3.66)  -1.09
N (-5.65, -2.74, 3.30)  0.31
C (-6.53, -2.43, 2.15)  -1.08
C (-4.39, -1.99, 3.12)  -1.05
H (-5.10, -2.95, 6.23)  0.31
H (-3.74, -3.92, 6.76)  0.34
H (-5.34, -4.64, 6.71)  0.23
H (-2.49, -3.75, 4.04)  0.61
H (-2.88, -5.45, 3.80)  0.27
H (-2.41, -4.88, 5.39)  0.41
H (-7.39, -4.85, 6.17)  0.30
H (-8.69, -4.06, 5.28)  0.34
H (-7.21, -3.17, 5.60)  0.29
H (-7.42, -6.73, 4.25)  0.31
H (-7.53, -6.07, 2.62)  0.31
H (-8.81, -5.73, 3.78)  0.35
H (-6.11, -2.77, 1.20)  0.35
H (-6.68, -1.36, 2.10)  0.41
H (-7.50, -2.91, 2.29)  0.31
H (-3.76, -2.39, 2.32)  0.53
H (-3.82, -1.97, 4.04)  0.02
H (-4.62, -0.95, 2.87)  0.39

Output
strongest force on any atom = 0.075 hartree/bohr
total charge = -1
lowest unoccupied orbital energy = 2.1 eV

---

# 2
Density functional theory data (ωB97M-V/def2-TZVPD) for a cluster of 8 separate species, C29H74F18N5O4P3 in total.

Last column: Löwdin spin population.
Positions of all 133 atoms, in Å:
C (0.19, 1.28, -4.34)  0.00
C (1.54, 0.79, -3.86)  0.00
O (2.28, -0.04, -4.37)  0.00
N (1.88, 1.29, -2.47)  0.00
H (0.96, 1.57, -2.16)  0.00
H (2.37, 0.59, -1.93)  0.00
C (2.88, 2.46, -2.54)  0.00
H (0.30, 2.31, -4.66)  0.00
H (-0.57, 1.24, -3.56)  0.00
H (-0.14, 0.59, -5.12)  0.00
H (3.83, 1.97, -2.72)  0.00
H (2.77, 2.85, -1.52)  0.00
H (2.48, 3.16, -3.28)  0.00
C (-4.62, -0.04, -1.59)  0.01
N (-5.81, 0.59, -0.83)  0.00
C (-7.09, -0.10, -1.41)  0.02
C (-5.66, 0.26, 0.69)  0.09
C (-5.90, 2.12, -1.16)  0.02
C (-4.57, 2.92, -1.01)  0.01
O (-3.88, 2.89, -2.27)  0.00
H (-4.64, 0.17, -2.66)  0.00
H (-4.64, -1.09, -1.29)  0.01
H (-3.65, 0.26, -1.20)  0.00
H (-7.97, 0.36, -0.96)  0.01
H (-6.98, -1.16, -1.19)  0.01
H (-7.03, 0.00, -2.49)  0.00
H (-5.54, -0.82, 0.77)  0.02
H (-6.53, 0.56, 1.27)  0.03
H (-4.72, 0.73, 0.99)  0.03
H (-6.72, 2.53, -0.57)  0.02
H (-6.22, 2.13, -2.20)  0.00
H (-3.99, 2.44, -0.22)  0.01
H (-4.61, 3.98, -0.76)  0.01
H (-3.09, 3.43, -2.32)  0.00
C (2.84, 0.67, 2.89)  0.03
N (3.58, -0.64, 3.01)  0.00
C (3.37, -1.19, 4.39)  0.02
C (2.97, -1.69, 2.03)  0.00
C (5.09, -0.51, 2.64)  0.00
C (5.92, -1.81, 2.83)  0.00
O (7.29, -1.50, 2.62)  0.00
H (3.04, 1.09, 1.91)  0.00
H (3.09, 1.33, 3.72)  0.02
H (1.76, 0.52, 2.86)  0.01
H (3.93, -2.13, 4.41)  0.00
H (2.33, -1.46, 4.58)  0.01
H (3.59, -0.46, 5.16)  0.01
H (2.84, -1.26, 1.03)  0.00
H (1.94, -1.93, 2.29)  0.00
H (3.54, -2.62, 2.06)  0.00
H (5.37, 0.19, 3.43)  0.00
H (5.21, 0.00, 1.68)  0.00
H (5.72, -2.59, 2.09)  0.00
H (5.86, -2.15, 3.86)  0.00
H (7.66, -2.03, 3.33)  0.00
C (0.60, 6.27, 2.28)  0.01
N (-0.67, 5.38, 2.24)  0.00
C (-0.56, 4.69, 0.83)  0.01
C (-0.70, 4.35, 3.41)  0.06
C (-1.94, 6.28, 2.28)  0.01
C (-3.29, 5.51, 2.61)  0.04
O (-3.56, 4.41, 1.78)  0.11
H (1.36, 5.49, 2.29)  0.01
H (0.62, 6.94, 3.13)  0.00
H (0.52, 6.88, 1.38)  0.00
H (-1.37, 3.96, 0.79)  0.00
H (0.37, 4.17, 0.62)  0.00
H (-0.91, 5.34, 0.03)  0.00
H (0.16, 3.68, 3.46)  0.02
H (-1.54, 3.72, 3.13)  0.02
H (-0.87, 4.71, 4.43)  0.02
H (-2.03, 6.73, 1.29)  0.00
H (-1.80, 7.11, 2.98)  0.00
H (-4.07, 6.27, 2.59)  0.01
H (-3.24, 5.16, 3.64)  0.02
H (-4.36, 4.00, 2.09)  0.07
C (-1.72, -3.08, 3.06)  0.03
C (-1.81, -4.09, 1.94)  0.01
C (-0.42, -4.08, 1.22)  0.00
C (-0.25, -5.23, 0.24)  0.00
N (0.85, -5.00, -0.78)  0.00
C (0.97, -6.19, -1.85)  0.00
C (2.43, -6.61, -1.80)  0.00
C (2.85, -6.40, -0.37)  0.00
C (2.22, -5.02, -0.08)  0.00
C (0.69, -3.66, -1.59)  0.00
C (-0.67, -3.43, -2.18)  0.00
C (-0.66, -2.32, -3.19)  0.00
H (-0.95, -3.24, 3.81)  0.00
H (-2.58, -3.10, 3.73)  0.01
H (-1.58, -2.08, 2.66)  0.00
H (-2.56, -3.93, 1.17)  0.01
H (-1.99, -5.05, 2.43)  0.00
H (0.38, -4.04, 1.96)  0.00
H (-0.37, -3.10, 0.74)  0.00
H (-1.08, -5.26, -0.46)  0.00
H (0.07, -6.18, 0.67)  0.00
H (0.72, -5.86, -2.86)  0.00
H (0.20, -6.90, -1.53)  0.00
H (2.90, -5.96, -2.55)  0.00
H (2.64, -7.65, -2.08)  0.00
H (3.93, -6.36, -0.19)  0.00
H (2.46, -7.18, 0.28)  0.00
H (2.85, -4.21, -0.44)  0.00
H (2.18, -4.95, 1.00)  0.00
H (1.54, -3.72, -2.28)  0.00
H (0.87, -2.88, -0.84)  0.00
H (-1.43, -3.17, -1.44)  0.00
H (-1.00, -4.36, -2.65)  0.00
H (-1.69, -2.24, -3.54)  0.00
H (-0.07, -2.54, -4.08)  0.00
H (-0.32, -1.36, -2.80)  0.00
P (-0.92, 4.95, -3.01)  0.00
F (-1.55, 6.12, -3.98)  0.00
F (0.29, 4.74, -4.05)  0.00
F (-0.12, 6.18, -2.29)  0.00
F (-0.15, 3.93, -2.03)  0.00
F (-2.19, 5.18, -1.93)  0.00
F (-1.76, 3.70, -3.73)  0.00
P (-0.47, 0.52, 0.22)  0.00
F (-1.53, -0.58, -0.27)  0.00
F (-0.30, -0.31, 1.62)  0.02
F (0.85, -0.33, -0.31)  0.00
F (0.46, 1.72, 0.80)  0.00
F (-0.57, 1.32, -1.19)  0.00
F (-1.70, 1.33, 0.92)  0.02
P (4.79, -1.59, -1.90)  0.00
F (5.14, -0.23, -1.08)  0.00
F (4.67, -2.44, -0.52)  0.00
F (3.18, -1.36, -1.84)  0.00
F (4.57, -3.00, -2.67)  0.00
F (4.84, -0.70, -3.29)  0.00
F (6.35, -1.78, -1.98)  0.00

Output
strongest force on any atom = 0.068 hartree/bohr
<S²> = 0.750
total charge = +1
lowest unoccupied orbital energy (alpha / beta) = -2.0 / -2.0 eV
2S+1 = 2

---

> Look up the total charge of the second one.

+1

---

> The lowest total charge belongs to which entry?

C29H72BBrClI2N7O8P3Si

---

> Among the records above, which one has the lowest total charge?

C29H72BBrClI2N7O8P3Si

---

> Number 2 is which compound?

C29H74F18N5O4P3